# 1
62
Properties=species:S:1:pos:R:3:forces:R:3:nbo_charge:R:1 method="wB97M-V/def2-TZVPD" lumo_energy_ev=0.34 homo_energy_ev=-8.64 energy_ev=-183840.21314 smiles="CC(=O)OCCCCCCCCC(=O)O[C@](CCC(N)=O)([C@H](Br)[C@H](C)Br)P(N)O"
C -0.07751 -4.91177 7.39518 -0.028 -0.011 -0.212 -0.7302
C 0.81378 -4.83103 6.19419 2.196 0.184 -0.064 0.8091
O 2.01561 -4.61483 6.27657 -2.003 -0.218 -0.235 -0.5611
O 0.19857 -5.02052 4.98462 -0.070 0.008 0.638 -0.5469
C 0.24384 -3.85359 4.16001 -0.418 0.485 -0.224 -0.0606
C -0.49730 -4.13053 2.85910 0.609 -0.146 -0.215 -0.4267
C 0.38281 -4.01580 1.58990 -0.670 0.391 0.695 -0.3871
C -0.17275 -2.97494 0.63151 0.500 -0.176 -0.728 -0.3945
C 0.66298 -2.87104 -0.66610 -0.443 -0.537 0.241 -0.4103
C -0.14335 -3.07825 -1.96006 0.739 0.190 -0.191 -0.3947
C -0.31236 -1.80738 -2.78890 -0.327 -0.265 0.382 -0.3867
C -0.84341 -0.65245 -1.96324 -0.348 0.083 -0.555 -0.5449
C -0.92264 0.62737 -2.76148 0.716 -0.274 -2.088 0.8254
O -0.59755 0.66991 -3.93991 -0.791 -0.016 2.310 -0.5386
O -1.46507 1.71807 -2.11265 0.670 -0.106 -0.516 -0.6018
C -0.59435 2.66845 -1.42354 -0.475 0.113 1.313 -0.0053
C -1.20171 4.05664 -1.64755 -0.065 0.256 0.200 -0.4652
C -0.63379 5.23179 -0.82117 -0.850 0.320 -0.815 -0.5339
C 0.21858 6.26974 -1.52324 0.966 0.688 0.926 0.6744
N 0.11340 6.44184 -2.87406 -0.268 -0.175 0.194 -0.8432
O 0.95737 6.97310 -0.84181 -0.115 -0.724 -0.653 -0.6022
C 0.90259 2.40665 -1.63618 0.230 0.079 -0.581 -0.2910
Br 2.01436 3.21726 -0.21166 -0.270 0.050 -0.148 0.0516
C 1.56474 2.61823 -3.03771 0.474 0.172 0.274 -0.2536
C 2.88714 3.37290 -3.07808 -0.287 -0.050 -0.662 -0.6283
Br 0.45473 3.41245 -4.43118 0.014 0.103 -0.181 0.0132
P -0.96722 2.40655 0.45544 0.185 0.325 0.757 1.2497
N -2.68853 2.27182 0.34984 0.473 -0.482 -0.565 -1.1755
O -0.47454 0.83791 0.74078 -0.248 0.274 -0.166 -0.9973
H 0.30816 -4.22066 8.12899 0.071 0.127 0.256 0.2433
H -0.04429 -5.90716 7.82026 0.045 -0.273 0.040 0.2482
H -1.10428 -4.67809 7.15201 -0.213 0.043 -0.093 0.2283
H -0.26323 -3.04293 4.68540 -0.022 0.069 0.241 0.1666
H 1.26373 -3.52478 3.99766 0.305 -0.186 -0.031 0.1894
H -0.91610 -5.12550 2.95081 -0.143 -0.203 -0.059 0.2282
H -1.33053 -3.44638 2.76033 -0.254 0.161 0.067 0.2016
H 1.37848 -3.71330 1.89470 0.357 -0.169 -0.120 0.1998
H 0.41920 -4.97837 1.09665 0.260 -0.196 -0.219 0.2042
H -0.21143 -2.00094 1.10905 -0.200 0.156 0.286 0.1983
H -1.17534 -3.28932 0.35746 -0.358 0.171 0.071 0.1903
H 1.41973 -3.64665 -0.62022 0.236 -0.135 0.009 0.2094
H 1.20738 -1.93434 -0.69237 0.151 0.250 -0.061 0.1996
H -1.09543 -3.55900 -1.76577 -0.295 0.019 0.193 0.1952
H 0.41600 -3.77898 -2.57275 -0.046 -0.187 -0.233 0.2116
H -1.02760 -1.98796 -3.58274 0.041 -0.054 -0.368 0.2169
H 0.63590 -1.55846 -3.24827 0.202 0.222 -0.105 0.2111
H -0.28018 -0.50308 -1.05166 0.188 0.140 0.032 0.2378
H -1.86857 -0.89043 -1.67486 -0.212 0.061 0.268 0.2289
H -2.23703 3.94218 -1.34510 -0.233 -0.048 0.039 0.2274
H -1.26425 4.32409 -2.69074 0.220 -0.167 -0.266 0.2354
H -0.14389 4.94807 0.09328 0.300 -0.049 0.151 0.2682
H -1.49380 5.82080 -0.50460 -0.219 0.045 0.199 0.2427
H 0.92028 6.71649 -3.39970 -0.016 0.472 0.024 0.4105
H -0.71465 6.18210 -3.37251 0.145 -0.409 -0.146 0.3915
H 1.07188 1.36628 -1.39297 -0.111 -0.293 0.002 0.2326
H 1.80352 1.63344 -3.41168 -0.370 -0.293 -0.229 0.2258
H 3.66970 2.82760 -2.56976 0.118 0.059 0.437 0.2233
H 3.17051 3.41413 -4.12435 0.144 0.016 -0.187 0.2248
H 2.78725 4.39547 -2.74286 0.108 0.154 0.349 0.2243
H -2.98548 1.50225 0.94006 -0.266 0.240 0.291 0.3812
H -2.98897 2.04600 -0.59847 -0.057 -0.078 0.093 0.3847
H -1.16512 0.22885 0.45609 0.030 -0.206 -0.065 0.4754

***

# 2
13
Properties=species:S:1:pos:R:3:forces:R:3:nbo_charge:R:1 method="wB97M-V/def2-TZVPD" lumo_energy_ev=0.99 homo_energy_ev=-9.75 energy_ev=-9269.36262 e_above_lowest_ev=4.1392
N -2.21026 0.24366 0.11322 0.545 -0.448 0.104 -0.6899
C -1.08370 -0.25861 0.35282 -0.205 0.025 -0.169 0.5642
O -0.66193 -1.22688 1.25455 0.113 0.184 0.491 -0.4922
C 0.71713 -0.77553 1.11368 0.267 2.687 1.927 -0.1280
C 0.31428 -0.01120 -0.13875 0.181 -0.079 0.310 -0.0319
C 0.69664 0.16978 -1.55395 0.157 -0.292 -0.257 -0.2240
N 0.92587 1.20807 -0.55556 -0.145 0.443 -0.042 -0.5631
H -2.95369 -0.16622 0.68088 0.158 0.046 -0.028 0.3630
H 0.99405 0.04247 1.88750 -1.905 0.498 -0.907 0.1696
H 1.54842 -1.17364 1.65650 0.704 -3.029 -1.549 0.2468
H -0.11312 0.31587 -2.27195 0.155 -0.158 0.242 0.2109
H 1.58514 -0.32402 -1.93211 -0.035 0.124 0.011 0.2062
H 0.24116 1.95626 -0.60683 0.010 -0.002 -0.132 0.3686